Record 1
C8H11ClNO | ωB97M-V/def2-TZVPD

Cartesian coordinates (Å):
C 0.10 -0.49 0.41
C -0.39 -1.69 2.19
C -0.99 -0.98 1.16
C -1.03 0.95 -1.37
C 1.31 -1.20 0.74
C -2.43 -0.57 1.09
C 0.20 1.64 -1.98
C 2.71 -1.00 0.33
N 0.94 -1.80 1.98
O 1.67 -2.32 2.88
Cl -1.66 -0.15 -2.56
H -1.88 1.56 -1.13
H -0.96 -2.13 2.96
H -2.83 -1.19 0.27
H -2.42 0.50 0.92
H -2.80 -0.71 2.08
H 0.92 1.15 -2.72
H 0.88 1.91 -1.09
H -0.15 2.65 -2.32
H 2.86 -0.24 -0.50
H 3.40 -1.94 -0.02
H 3.27 -0.61 1.12

## Properties
Charge = -1
Energy relative to the best compared isomer or geometry (same formula, charge and spin) = 551.33 kJ/mol
DFT total energy = -24528.3368 eV
Frontier orbital gap (spin up / spin down) = 5.7 / 5.9 eV

***

Record 2
C3H4O3 | ωB97M-V/def2-TZVPD

Cartesian coordinates (Å):
O -2.64 0.15 0.49
C -1.55 0.07 0.19
O -0.65 -2.60 0.64
C 0.45 -2.37 0.21
C 0.61 2.31 -0.39
O -0.51 2.70 -0.19
H 1.26 -3.12 0.24
H 0.71 -1.38 -0.22
H 0.88 1.24 -0.28
H 1.43 2.99 -0.69

## Properties
Charge = 0
Energy relative to the best compared isomer or geometry (same formula, charge and spin) = 254.11 kJ/mol
DFT total energy = -9316.0670 eV
Frontier orbital gap = 11.0 eV

***

Record 3
C3H7N2 | ωB97M-V/def2-TZVPD

Cartesian coordinates (Å):
C -0.37 -0.21 -0.28
C -2.58 0.14 0.00
C 2.09 0.42 0.61
N 0.78 -0.11 0.18
N 0.38 -1.21 -0.81
H -2.70 -0.45 0.84
H -2.95 -0.26 -0.91
H -2.73 1.22 0.04
H 2.63 -0.38 1.10
H 2.68 0.63 -0.28
H 1.90 1.28 1.18
H 0.86 -1.07 -1.66

## Properties
Charge = +1
Energy relative to the best compared isomer or geometry (same formula, charge and spin) = 599.15 kJ/mol
DFT total energy = -6191.3017 eV
Frontier orbital gap = 9.6 eV

***

Record 4
C5H7NO | ωB97M-V/def2-TZVPD

Cartesian coordinates (Å):
O -0.16 1.66 -0.15
C -0.21 0.27 -0.12
C 1.09 -0.40 -0.54
C 2.22 0.20 0.19
N 3.07 0.72 0.77
C -1.51 -0.32 -0.55
C -1.09 -0.40 0.90
H 0.44 1.96 0.54
H 1.07 -1.48 -0.37
H 1.27 -0.26 -1.62
H -2.28 0.40 -0.81
H -1.51 -1.23 -1.14
H -0.79 -1.36 1.30
H -1.61 0.25 1.60

## Properties
Charge = 0
SMILES = N#CCC1(O)CC1
Energy relative to the best compared isomer or geometry (same formula, charge and spin) = 131.25 kJ/mol
DFT total energy = -8834.8425 eV
Frontier orbital gap = 11.2 eV

***

Record 5
C14H20FN4O7SbSe4W | ωB97M-V/def2-TZVPD

Cartesian coordinates (Å):
W 1.38 0.30 0.32
C -3.38 0.03 3.53
N -2.20 0.65 2.91
C -1.93 2.03 3.32
C -1.37 0.00 2.10
O -0.34 0.55 1.69
C -1.68 -1.46 1.73
O -0.82 -1.91 0.73
C -1.37 -2.04 -0.56
C -1.12 -0.74 -1.32
O -0.32 0.06 -0.78
N -1.71 -0.47 -2.45
C -2.47 -1.49 -3.20
C -1.47 0.79 -3.17
H -4.18 0.76 3.56
H -3.14 -0.27 4.55
H -3.72 -0.84 2.98
H -2.82 2.63 3.16
H -1.11 2.44 2.74
H -1.67 2.06 4.38
H -2.72 -1.56 1.42
H -1.52 -2.09 2.60
H -2.43 -2.26 -0.53
H -0.86 -2.87 -1.06
H -2.98 -2.18 -2.54
H -1.78 -2.05 -3.84
H -3.20 -0.99 -3.83
H -0.86 1.45 -2.57
H -2.43 1.26 -3.37
H -0.97 0.57 -4.11
Se 0.28 -4.18 4.00
Sb 2.31 -3.16 3.49
Se 2.55 0.98 2.29
Se 1.96 -1.24 1.92
Se 4.50 -3.58 4.11
F 1.69 -1.90 -0.95
C 2.03 -0.67 -1.45
C 3.18 -0.08 -0.76
N 3.14 1.33 -1.27
C 3.41 2.47 -0.38
C 2.16 2.76 0.48
O 2.13 3.46 1.44
O 1.07 2.07 0.00
C 2.74 1.69 -2.57
O 2.67 2.83 -2.93
N 2.37 0.62 -3.39
C 1.77 -0.51 -2.90
O 1.04 -1.22 -3.54
H 4.12 -0.57 -0.94
H 3.58 3.38 -0.94
H 4.28 2.29 0.24
H 2.20 0.85 -4.36

## Properties
Charge = +2
Energy relative to the best compared isomer or geometry (same formula, charge and spin) = 0.00 kJ/mol
DFT total energy = -307584.1171 eV
Frontier orbital gap = 6.0 eV

***

Record 6
CH4N2O2 | ωB97M-V/def2-TZVPD

Cartesian coordinates (Å):
C -0.98 -0.33 0.47
N 0.80 1.44 -2.09
N 1.64 0.87 -1.63
O 2.37 0.24 -1.05
O -0.22 -1.19 1.38
H -1.87 -0.10 0.98
H -1.46 -0.87 -0.43
H -0.33 0.58 0.18
H 0.06 -0.64 2.19

## Properties
Charge = 0
Energy relative to the best compared isomer or geometry (same formula, charge and spin) = 467.97 kJ/mol
2S+1 = 3
DFT total energy = -8167.9683 eV
Frontier orbital gap (spin up / spin down) = 6.9 / 6.8 eV